A cluster of 5 separate species, C38H48F4IN4O in total at a distorted geometry. Source: the Open Molecules 2025 dataset; level of theory: ωB97M-V/def2-TZVPD.

## Properties
HOMO level = -0.391 hartree
Maximum force = 8.0 eV/Å
Multiplicity = 1
M = 779.7 g mol⁻¹
HOMO-LUMO gap = 6.450 eV
Net charge = +1
Calculated total energy = -2467.6682 hartree

Element x y z (Å)
C: 0.81995 -3.92777 -1.21618
C: 0.11007 -2.51405 -1.70802
C: 0.66595 -2.22092 -3.22598
C: 0.37419 -1.25776 -0.64776
C: -0.07837 0.20598 -1.22914
N: -1.51648 0.58865 -0.97635
C: -2.50618 -0.23862 -1.75990
C: -3.61192 -1.04268 -0.79637
C: -4.25978 -2.27048 -1.67688
C: -5.72614 -1.69372 -2.23794
O: -5.92264 -1.58947 -3.55439
N: -6.71287 -1.28224 -1.15212
C: -7.76937 -0.32907 -1.66535
C: -7.29600 -2.50824 -0.48504
C: -2.81217 -1.63612 0.50511
N: -2.28757 -0.47975 1.37056
C: -1.85760 0.69983 0.49179
N: -1.77507 1.98848 1.03502
C: -1.37330 3.14461 0.09733
I: -2.13990 2.48500 2.99905
H: 1.96790 -3.99727 -1.49698
H: 0.69028 -4.07549 -0.06223
H: 0.31254 -4.86058 -1.75426
H: -1.03938 -2.73185 -1.79293
H: 1.83315 -2.09850 -3.29542
H: 0.11251 -1.31503 -3.77068
H: 0.38788 -3.18349 -3.87245
H: -0.02777 -1.49674 0.44303
H: 1.56140 -1.21288 -0.52874
H: 0.13719 0.38058 -2.36704
H: 0.58604 1.01030 -0.64856
H: -3.17119 0.53751 -2.37773
H: -2.02476 -0.94428 -2.57627
H: -4.38572 -0.23551 -0.43735
H: -4.44121 -3.16388 -0.90941
H: -3.52112 -2.55425 -2.54114
H: -8.65177 -0.25145 -0.89387
H: -7.32805 0.77223 -1.79674
H: -8.21138 -0.67471 -2.69645
H: -7.34691 -3.38586 -1.27257
H: -8.38110 -2.30055 -0.09780
H: -6.63088 -2.92881 0.41041
H: -3.63575 -2.16903 1.18553
H: -2.00245 -2.44694 0.26768
H: -3.14092 -0.21866 1.95101
H: -2.04790 3.17437 -0.88347
H: -1.61630 4.16278 0.66455
H: -0.22404 3.16571 -0.12671
F: -0.91978 -6.81272 -1.90670
C: -0.09227 -7.60333 -2.60297
C: 0.98511 -8.20200 -1.95916
C: 1.84401 -9.02937 -2.68259
C: 1.62192 -9.24026 -4.04567
C: 0.54067 -8.63082 -4.68396
C: -0.32435 -7.81257 -3.95784
H: 1.14664 -8.01994 -0.90170
H: 2.68469 -9.50832 -2.18680
H: 2.29466 -9.88208 -4.61051
H: 0.37221 -8.79315 -5.74583
H: -1.17482 -7.33815 -4.43612
F: 1.13630 4.81188 1.04989
C: 1.83678 4.77329 2.19114
C: 3.21722 4.93619 2.15250
C: 3.94638 4.90121 3.34107
C: 3.28739 4.69258 4.55515
C: 1.90208 4.52509 4.58300
C: 1.17206 4.57129 3.39558
H: 3.71281 5.08887 1.19933
H: 5.02509 5.03528 3.32240
H: 3.85703 4.66092 5.48148
H: 1.39187 4.35874 5.52869
H: 0.09370 4.45193 3.39989
F: 3.23630 -2.23812 -0.70011
C: 3.93678 -2.27671 0.44114
C: 5.31722 -2.11381 0.40250
C: 6.04638 -2.14879 1.59107
C: 5.38739 -2.35742 2.80515
C: 4.00208 -2.52491 2.83300
C: 3.27206 -2.47871 1.64558
H: 5.81281 -1.96113 -0.55067
H: 7.12509 -2.01472 1.57240
H: 5.95703 -2.38908 3.73148
H: 3.49187 -2.69126 3.77869
H: 2.19370 -2.59807 1.64989
F: 3.94567 7.88888 3.42583
C: 3.25229 8.88576 2.86009
C: 3.92885 9.99639 2.36773
C: 3.20774 11.03226 1.77397
C: 1.81565 10.95070 1.68899
C: 1.14528 9.83407 2.19068
C: 1.86757 8.79349 2.77422
H: 5.00969 10.04601 2.45006
H: 3.72795 11.90134 1.37896
H: 1.25324 11.76090 1.22982
H: 0.06143 9.77469 2.12711
H: 1.36334 7.91423 3.16124

Atomic partial charges in e from the Mulliken method, atoms 1 to 5: number 1, C, carries -0.859; number 2, C, carries 0.889; number 3, C, carries -1.249; number 4, C, carries 0.223; number 5, C, carries -0.855